Record 1
The following is a quantum chemistry calculation of the ion C5H11N2OS2 with charge +1 at a distorted geometry, from OMol25.

## Properties
Max |F| in eV/Å: 2.43
Charge: +1
Energy above the lowest of the compared OMol25 structures with the same formula, charge and spin in eV: 0.000
Structure (SMILES): O=CN[NH2+]C1SCCCS1
Orbital gap in eV: 10.0

Each line ends with the natural charge from an NBO analysis.
Geometry (Å):
S  -0.835  0.983  -0.625  0.23
S  1.571  -0.781  0.248  0.26
O  -1.758  -1.749  3.434  -0.55
N  -0.492  -0.115  1.875  -0.40
N  -1.869  0.131  2.203  -0.46
C  -0.204  -0.437  0.301  -0.36
C  -2.465  -0.917  2.872  0.51
C  0.142  1.088  -2.119  -0.55
C  1.655  0.835  -2.104  -0.42
C  2.109  -0.470  -1.438  -0.54
H  2.068  0.905  -3.142  0.25
H  -2.436  0.498  1.456  0.42
H  -0.328  0.489  -2.902  0.23
H  2.149  1.674  -1.592  0.22
H  -3.600  -0.942  2.767  0.19
H  -0.788  -1.391  -0.053  0.26
H  3.222  -0.381  -1.403  0.27
H  0.051  0.676  2.302  0.46
H  0.051  2.152  -2.449  0.27
H  -0.140  -0.924  2.460  0.48
H  1.897  -1.322  -2.092  0.23

Record 2
The following is a quantum chemistry calculation of a structure of composition C5H11N2S at a distorted geometry, from OMol25.

## Properties
Max |F| in eV/Å: 5.98
Charge: +1
Energy above the lowest of the compared OMol25 structures with the same formula, charge and spin in eV: 2.868
Orbital gap in eV: 9.4

Each line ends with the natural charge from an NBO analysis.
Geometry (Å):
S  -1.320  1.741  -1.335  0.35
N  0.452  0.149  -0.335  -0.47
N  -0.335  -0.533  2.051  -0.77
C  0.684  2.323  0.558  -0.42
C  -1.118  0.047  -2.050  -0.56
C  0.262  -0.421  -1.680  -0.25
C  -0.143  -1.095  0.890  0.02
C  -0.072  1.532  -0.181  -0.05
H  0.358  -1.530  -1.550  0.23
H  1.426  0.216  -0.013  0.42
H  -2.141  -0.435  -1.769  0.26
H  -1.080  -1.541  0.506  0.23
H  -1.092  0.054  -3.179  0.27
H  1.561  2.063  0.994  0.21
H  0.968  -0.058  -2.438  0.24
H  0.367  3.393  0.804  0.25
H  0.557  -0.210  2.520  0.39
H  0.737  -1.816  0.672  0.22
H  -1.028  -0.175  2.642  0.44

Record 3
The following is a quantum chemistry calculation of a cluster of 3 separate species, C5H11N3 in total at a distorted geometry, from OMol25.

## Properties
Max |F| in eV/Å: 3.11
Energy above the lowest of the compared OMol25 structures with the same formula, charge and spin in eV: 5.246
Orbital gap (alpha / beta) in eV: 9.2 / 9.2

Each line ends with the natural charge from an NBO analysis.
Geometry (Å):
N  0.597  -1.444  0.726  -0.41
N  -0.779  -0.386  -1.871  -0.33
N  3.138  0.402  0.828  -0.80
C  -2.328  0.206  0.309  -0.66
C  -0.780  -1.574  -1.587  -0.16
C  0.757  -0.287  0.563  0.28
C  -1.090  0.853  -0.256  -0.29
C  1.776  0.812  0.551  -0.31
H  -2.080  -0.695  0.875  0.22
H  1.736  1.295  -0.429  0.23
H  -0.781  -2.396  -2.304  0.20
H  3.469  -0.241  0.118  0.36
H  -3.023  -0.088  -0.474  0.22
H  -0.609  1.483  0.488  0.19
H  3.200  -0.070  1.724  0.36
H  -1.269  1.562  -1.057  0.21
H  -0.566  -1.889  -0.483  0.22
H  1.468  1.563  1.284  0.22
H  -2.834  0.892  0.994  0.22

Record 4
The following is a quantum chemistry calculation of the molecule C5H11N3 at a distorted geometry, from OMol25.

## Properties
Max |F| in eV/Å: 6.24
Energy above the lowest of the compared OMol25 structures with the same formula, charge and spin in eV: 3.746
Structure (SMILES): C1=N\CCNCCN/1
Orbital gap in eV: 9.7

Each line ends with the natural charge from an NBO analysis.
Geometry (Å):
N  0.213  -1.348  -0.721  -0.62
N  1.303  1.548  -0.092  -0.47
N  -1.168  1.243  -0.356  -0.66
C  -1.181  -1.182  -0.251  -0.24
C  0.069  1.886  -0.083  0.26
C  1.286  -1.160  0.341  -0.24
C  2.004  0.118  -0.058  -0.28
C  -1.684  0.032  0.430  -0.23
H  2.742  0.433  0.598  0.22
H  -1.617  -1.973  0.404  0.19
H  0.548  -0.706  -1.361  0.36
H  -1.267  0.001  1.472  0.18
H  1.906  -2.065  0.286  0.21
H  2.548  0.085  -0.866  0.20
H  -0.074  2.935  -0.196  0.15
H  -1.814  2.066  -0.377  0.38
H  -1.775  -1.003  -1.172  0.20
H  0.797  -0.932  1.507  0.17
H  -2.836  0.020  0.494  0.22

Record 5
The following is a quantum chemistry calculation of a cluster of 2 separate species, C5H11N3 in total at a distorted geometry, from OMol25.

## Properties
Max |F| in eV/Å: 2.51
Energy above the lowest of the compared OMol25 structures with the same formula, charge and spin in eV: 3.534
Orbital gap in eV: 7.8

Each line ends with the natural charge from an NBO analysis.
Geometry (Å):
N  1.621  -1.393  -0.175  -0.80
N  -0.120  1.204  0.159  -0.61
N  0.422  2.055  -1.880  -0.82
C  -1.597  -0.658  0.172  -0.54
C  0.377  1.022  -1.020  0.37
C  -0.629  0.226  2.318  -0.64
C  0.776  -1.213  -1.238  -0.10
C  -0.816  0.254  0.823  0.18
H  -2.126  -1.426  0.722  0.19
H  0.095  2.974  -1.603  0.39
H  0.027  -1.983  -1.364  0.21
H  2.206  -0.594  0.025  0.39
H  1.191  -1.732  0.673  0.38
H  0.990  1.997  -2.706  0.39
H  -0.916  1.186  2.752  0.23
H  0.422  0.062  2.574  0.20
H  -1.232  -0.556  2.781  0.21
H  1.234  -0.941  -2.173  0.18
H  -1.924  -0.484  -0.840  0.20

Record 6
The following is a quantum chemistry calculation of the molecule C5H11N3 at a distorted geometry, from OMol25.

## Properties
Max |F| in eV/Å: 3.77
Energy above the lowest of the compared OMol25 structures with the same formula, charge and spin in eV: 2.212
Structure (SMILES): CN[C@H](C)N(C)C#N
Orbital gap in eV: 9.5

Each line ends with the natural charge from an NBO analysis.
Geometry (Å):
N  -1.186  1.254  -2.260  -0.43
N  0.709  1.206  0.047  -0.66
N  -0.954  -0.337  -0.311  -0.50
C  0.862  -1.102  1.128  -0.64
C  1.888  1.031  -0.786  -0.41
C  -2.225  -0.936  0.027  -0.41
C  -0.934  0.714  -1.264  0.43
C  -0.063  0.037  0.759  0.15
H  1.694  0.346  -1.617  0.19
H  0.285  2.126  0.035  0.40
H  -2.713  -0.422  0.865  0.18
H  -2.069  -1.980  0.307  0.20
H  -2.876  -0.860  -0.844  0.23
H  1.247  -1.600  0.241  0.23
H  0.315  -1.838  1.717  0.22
H  2.201  1.990  -1.194  0.22
H  -0.578  0.463  1.634  0.18
H  1.703  -0.712  1.696  0.23
H  2.694  0.619  -0.179  0.18